The following is a quantum chemistry calculation of C26H32IrNO6 as an isolated structure, from the OMol25 dataset.

Values from the calculation:
E_tot = -44074.567 eV
total charge = +1
2S+1 = 6
F_max = 5.2 eV Å⁻¹

Each line ends with the natural charge from an NBO analysis.
Cartesian coordinates (Å):
O 0.4644 -4.7846 -2.5642  -0.5724
C -0.0316 -5.8342 -1.6665  -0.0611
C 0.3506 -7.0177 -2.5273  -0.4713
H -1.1037 -5.7201 -1.4845  0.1824
H 0.5038 -5.8260 -0.7143  0.1743
C 0.8364 -5.8720 -3.4641  0.2748
H -0.5097 -7.6058 -2.8568  0.2201
H 1.1207 -7.6473 -2.0555  0.2160
C 0.0732 -5.7258 -4.7618  -0.6222
H -1.0029 -5.7126 -4.5721  0.2160
H 0.2981 -6.5444 -5.4536  0.2191
H 0.3692 -4.7797 -5.2229  0.2145
C 2.3258 -5.9209 -3.6831  -0.6236
H 2.8663 -6.0206 -2.7421  0.2106
H 2.6468 -5.0216 -4.2036  0.2115
H 2.6119 -6.7723 -4.3039  0.2217
Ir 1.3216 2.3271 -0.0941  1.0933
C 2.8126 2.7183 1.4938  -0.2696
C 1.5500 2.4962 2.1437  -0.3257
C 1.0927 1.1847 1.7902  -0.2383
H 1.0003 3.1857 2.7816  0.2653
C 2.0930 0.5602 0.9503  -0.3271
C 3.1602 1.5279 0.7610  -0.2922
H 4.0504 1.4110 0.1502  0.2758
H 3.3893 3.6353 1.5493  0.2757
H 0.1457 0.7643 2.1071  0.2740
H 2.0286 -0.4562 0.5662  0.2803
C 0.2986 4.0185 -1.1577  -0.3041
C 1.3121 3.4328 -1.9995  -0.2713
C 0.9205 2.0759 -2.2811  -0.3065
H 2.1826 3.9308 -2.4103  0.2737
C -0.2735 1.7952 -1.5229  -0.2700
C -0.6763 3.0096 -0.8663  -0.2691
H -1.5557 3.1084 -0.2343  0.2748
H 0.2869 5.0289 -0.7630  0.2715
H 1.4655 1.3600 -2.8947  0.2759
H -0.8068 0.8472 -1.4526  0.2980
O -1.3569 -1.7174 -1.0228  -0.5389
C 0.0635 -2.0301 -1.2633  -0.0892
C 0.5061 -3.2083 -0.3298  -0.4366
H 0.6847 -1.1223 -1.0304  0.1316
H 0.2081 -2.3454 -2.3031  0.2215
C -0.8429 -3.5747 0.3181  -0.4330
H 1.1853 -2.7708 0.4379  0.1773
H 1.0472 -4.0613 -0.7866  0.2570
C -1.4797 -2.1817 0.3575  -0.0708
H -0.7477 -4.0847 1.2727  0.2219
H -1.4184 -4.2202 -0.3656  0.2157
H -0.9210 -1.5436 1.0812  0.1402
H -2.5235 -2.1385 0.6533  0.2036
O -1.9556 1.6354 4.0478  -0.2481
C -2.0102 2.3305 3.0083  0.5863
O -2.0499 2.0288 1.7883  -0.3880
C -1.9940 3.8408 3.3053  -0.0305
C -2.1044 4.7865 2.2426  -0.1768
C -2.0726 6.1520 2.4696  -0.2432
C -1.9469 6.6373 3.7934  0.2601
C -1.8152 5.7252 4.8607  -0.1820
C -1.8392 4.3466 4.6202  -0.2291
N -2.0939 8.0292 4.0335  0.4144
O -2.2790 8.7899 3.0553  -0.3950
O -2.0804 8.4571 5.2092  -0.3770
H -2.1972 4.4417 1.2125  0.2250
H -2.1708 6.8603 1.6521  0.2679
H -1.7143 6.1091 5.8746  0.2683
H -1.6987 3.6724 5.4669  0.2525

Atomic forces in eV per Å
-0.26 -2.03 0.19
-0.55 0.31 1.03
-0.13 0.81 0.00
0.18 -0.05 -0.07
-0.19 0.09 0.04
0.50 -0.97 -1.19
0.33 0.06 -0.16
-0.24 0.22 -0.53
0.02 -0.03 -0.02
0.08 0.05 -0.05
0.00 0.11 0.12
-0.13 -0.06 -0.08
0.27 0.12 -0.18
-0.02 0.15 0.07
0.17 0.17 0.04
-0.18 -0.04 -0.01
-0.30 0.00 -0.41
-0.61 0.15 0.28
0.57 -0.43 1.24
0.37 0.41 0.02
0.26 -0.10 -0.24
0.97 0.05 0.85
-0.13 -0.98 0.47
-0.19 -0.06 0.24
-0.03 -0.26 -0.06
0.24 -0.12 -0.17
0.09 0.39 0.02
-1.05 0.00 -0.26
-0.09 -0.45 -0.18
-0.97 0.17 -0.81
-0.20 -0.03 0.11
0.51 -0.22 -0.72
0.11 1.03 -0.17
0.37 -0.08 -0.26
0.09 -0.17 -0.17
-0.14 0.25 0.24
0.16 0.20 -0.12
1.96 -0.61 1.50
0.35 -0.11 -0.51
0.13 0.65 0.77
-0.56 -0.56 -0.35
-0.27 0.42 0.14
0.08 0.37 -0.39
-0.44 -0.39 -0.18
-0.46 1.27 0.11
-0.42 -0.20 -0.19
-0.01 0.12 0.17
0.10 0.46 0.42
-0.09 -0.06 -0.52
-0.16 -0.11 -0.20
0.07 -2.15 0.41
-0.18 5.22 -0.02
0.12 -1.40 0.14
0.08 -2.57 0.36
-0.08 3.14 -1.49
-0.12 -1.99 -1.50
-0.45 1.99 -1.04
0.25 -3.67 1.86
0.32 2.31 1.59
-0.47 1.58 0.14
0.37 -1.26 0.75
0.21 -1.15 -1.04
-0.10 0.07 0.41
0.04 -0.14 0.21
0.02 -0.10 -0.29
-0.17 0.18 -0.35

***

The following is a quantum chemistry calculation of H14O7 as an isolated structure, from the OMol25 dataset.

Values from the calculation:
E_tot = -14546.792 eV
2S+1 = 1
F_max = 6.4 eV Å⁻¹

Each line ends with the natural charge from an NBO analysis.
Cartesian coordinates (Å):
H -0.7180 0.0291 -1.2460  0.5206
H -1.5538 -0.7683 -2.3881  0.4493
H -0.8400 3.0116 0.8750  0.4784
H 0.6309 3.7572 0.0791  0.4737
H 0.8974 2.1511 -0.8977  0.5347
H -0.7898 2.3889 -1.6398  0.4738
H 0.1725 -0.1343 2.4633  0.4462
H 2.1582 -1.4229 1.2503  0.5648
H 0.9066 -3.9635 1.0238  0.4783
H -0.0205 -2.6409 0.1759  0.5307
H 1.3856 1.0437 0.6181  0.5883
H 2.5691 2.1470 0.2093  0.5257
H -2.4245 -2.3861 -0.6472  0.5457
H -2.4144 -4.0487 0.3728  0.4993
O -1.7330 -0.3519 -1.3114  -1.0105
O -0.4461 3.9945 0.3497  -0.9548
O -0.1634 1.4934 -1.6213  -1.1587
O 1.8458 -0.2762 1.8401  -0.9911
O 0.7903 -2.7055 0.7747  -0.9974
O 1.6271 1.8998 -0.0294  -0.9526
O -1.8800 -3.2181 -0.2512  -1.0443

Atomic forces in eV per Å
-3.30 0.08 -0.10
-1.15 1.90 4.87
2.21 4.52 -2.67
-5.05 0.82 1.59
-2.16 -2.64 -1.80
2.04 -3.88 -0.01
4.27 -1.00 -1.83
-2.78 4.39 2.46
-0.80 6.15 -1.45
0.91 -0.56 0.96
0.88 1.82 -1.69
-1.54 -0.25 -0.71
1.26 -2.82 1.78
1.80 4.62 -3.22
3.24 -2.57 -4.75
2.56 -4.96 1.24
0.53 5.99 1.08
-2.18 -2.79 -1.13
0.11 -5.63 0.57
1.90 -1.73 3.44
-2.76 -1.44 1.38

***

The following is a quantum chemistry calculation of C6H8FIO2 as an isolated structure, from the OMol25 dataset.

Values from the calculation:
E_tot = -21258.563 eV
2S+1 = 1
F_max = 4.1 eV Å⁻¹

Each line ends with the natural charge from an NBO analysis.
Cartesian coordinates (Å):
C -0.1605 1.5322 -2.1824  -0.3758
C 0.3082 1.0682 -0.9656  -0.2827
C 0.6241 -0.6962 0.7990  -0.0054
C 1.6808 -1.7565 0.9169  0.3508
C 0.0786 -0.2048 -0.4748  -0.1515
C -2.3237 0.6865 0.2723  -0.0738
O 0.3460 -1.9463 1.2919  -0.4795
O 2.5863 -1.7241 1.8831  -0.7061
F -2.2259 0.9394 1.6262  -0.3747
I -2.5516 2.3698 -0.7811  0.2510
H 0.0578 2.5552 -2.5953  0.2335
H -0.7240 0.6220 -2.6761  0.2052
H 0.8707 1.7077 -0.4468  0.1983
H 0.6536 0.1201 1.6103  0.1933
H 2.1368 -2.3340 0.1156  0.1627
H -0.4626 -0.8444 -1.1541  0.2131
H -3.1197 0.0582 0.0768  0.1506
H 2.2251 -2.1528 2.6841  0.4911

Atomic forces in eV per Å
-0.60 -2.31 0.13
-0.65 -1.11 -2.85
1.21 2.80 0.52
-1.02 0.40 -1.35
-1.78 0.31 0.03
1.87 0.68 1.46
-0.71 -2.06 0.17
1.28 -0.07 2.91
0.21 -0.36 -0.56
-0.55 1.18 -0.65
-0.38 -1.57 0.29
0.91 2.64 -0.03
2.11 2.46 2.46
0.15 -1.19 -1.20
-0.99 0.14 -0.72
0.10 -0.62 0.10
-1.41 -1.70 -0.22
0.24 0.39 -0.45

***

The following is a quantum chemistry calculation of a 2-piece molecular cluster, C3H6FN overall, from the OMol25 dataset.

Values from the calculation:
E_tot = -7412.032 eV
2S+1 = 1
F_max = 5.2 eV Å⁻¹

Each line ends with the natural charge from an NBO analysis.
Cartesian coordinates (Å):
C -1.0278 0.9037 1.2615  -0.3370
C 0.0882 0.3206 0.8056  -0.3215
C 0.8812 0.5199 -0.3267  0.3779
N 0.6223 -1.3435 -1.3741  -0.8925
F 0.5199 1.4034 -1.2807  -0.3168
H -1.7443 0.5211 1.9792  0.2064
H -1.3929 1.8508 0.9361  0.1903
H 0.2685 -0.6992 1.3596  0.2405
H 1.9216 0.2206 -0.1304  0.2057
H -0.3696 -1.5490 -1.2838  0.3227
H 0.5901 -0.9834 -2.3192  0.3243

Atomic forces in eV per Å
-0.08 0.56 -0.40
-2.80 -2.84 3.33
0.49 -3.61 -3.07
0.35 2.16 1.55
0.77 0.03 1.14
0.77 -0.57 0.37
0.10 0.67 -0.80
0.28 1.98 -1.38
-0.10 1.05 -1.02
-0.32 0.08 0.74
0.55 0.50 -0.46

***

The following is a quantum chemistry calculation of one molecule with the formula C4H7N3O, from the OMol25 dataset.

Values from the calculation:
SMILES = C=C(/C=N/N)/C=N/O
E_tot = -10775.209 eV
2S+1 = 1
F_max = 3.3 eV Å⁻¹

Each line ends with the natural charge from an NBO analysis.
Cartesian coordinates (Å):
C -0.2485 1.7370 -0.0957  -0.3160
C -0.2384 0.3840 -0.2069  -0.1267
C 0.9501 -0.4525 -0.1411  0.0071
N 2.0879 0.1092 -0.1140  -0.2213
N 3.2175 -0.6942 -0.1143  -0.6467
C -1.4455 -0.4720 -0.1729  -0.0057
N -2.5811 0.1509 -0.1432  -0.0895
O -3.6092 -0.7648 -0.0283  -0.5667
H 0.6805 2.3076 0.1295  0.2117
H -1.1034 2.3266 0.2818  0.2140
H 0.8612 -1.5303 -0.2301  0.1652
H 3.2557 -1.2805 0.7373  0.3495
H 3.9444 -0.0177 -0.0759  0.3604
H -1.3656 -1.5229 0.0186  0.1894
H -4.4056 -0.2805 0.1553  0.4753

Atomic forces in eV per Å
0.58 0.05 1.87
-0.80 0.43 0.48
1.40 0.74 -0.71
-0.43 -0.03 -0.11
-0.41 -0.54 0.64
-1.64 2.87 0.46
0.99 -1.27 -0.22
0.28 -0.89 0.03
-0.44 -0.86 -0.77
-0.01 -0.75 -1.10
-0.10 -0.25 0.21
0.00 0.32 -0.71
1.04 0.07 0.18
-0.08 -0.57 -0.24
-0.36 0.67 0.00

***

The following is a quantum chemistry calculation of C12H19AsN4NiO2S4Se as an isolated structure, from the OMol25 dataset.

Values from the calculation:
E_tot = -233383.304 eV
total charge = -2
2S+1 = 1
F_max = 0.1 eV Å⁻¹

Each line ends with the natural charge from an NBO analysis.
Cartesian coordinates (Å):
Ni 1.3982 2.9670 0.5612  0.8235
N -0.1361 1.8657 1.0924  -0.8825
C 0.1939 0.4532 1.2640  -0.1761
C -0.3245 -0.1350 2.5948  -0.4243
C -1.4523 -1.1639 2.4432  -0.4093
C -0.9141 -2.5763 2.2078  -0.2142
N 0.0719 -2.6442 1.1434  -0.6290
C -0.2469 -2.6394 -0.1578  0.6804
N -1.4588 -2.9724 -0.5937  -0.8152
N 0.7209 -2.3404 -1.0257  -0.7946
C 1.7111 0.2600 1.0526  0.7962
O 2.1518 -0.9186 1.1281  -0.7901
O 2.3904 1.2705 0.7676  -0.7009
H -0.2346 2.3815 1.9825  0.4473
H -0.9722 2.0400 0.5487  0.4004
H -0.2673 -0.0809 0.4269  0.2091
H -0.6730 0.6985 3.2060  0.2386
H 0.5051 -0.5872 3.1457  0.2156
H -2.1134 -0.8660 1.6225  0.2012
H -2.0661 -1.1861 3.3479  0.2074
H -1.7170 -3.2957 2.0261  0.1836
H -0.4081 -2.9138 3.1144  0.2041
H 0.9454 -2.1001 1.3211  0.4583
H -2.2036 -3.0478 0.0752  0.3931
H -1.7566 -2.8347 -1.5785  0.4424
H 1.5273 -1.8622 -0.6322  0.4413
H 0.4592 -2.1106 -1.9781  0.4363
S 0.4681 4.1692 3.5573  -0.8630
As 1.1777 5.3602 1.9048  0.9496
S 2.9833 4.4431 1.0172  -0.6626
S 0.0324 4.6481 0.1222  -0.6974
S 1.2440 7.4464 2.1811  -0.7724
Se -2.5930 -2.1740 -3.6578  -0.5317
C -1.1375 -0.9673 -3.3885  -0.1765
C -1.2452 0.1396 -2.5332  -0.3035
C -0.1689 0.9847 -2.2968  -0.1478
C 1.0618 0.7462 -2.8974  -0.2711
C 1.1839 -0.3308 -3.7645  -0.2231
C 0.1019 -1.1698 -4.0122  -0.3141
H -2.2008 0.3324 -2.0593  0.2135
H -0.2767 1.8462 -1.6477  0.2146
H 1.8997 1.3976 -2.6847  0.2277
H 2.1316 -0.5255 -4.2546  0.2008
H 0.2072 -2.0071 -4.6920  0.2145

Atomic forces in eV per Å
-0.05 -0.09 -0.04
-0.07 0.06 -0.03
-0.01 0.00 -0.03
0.01 0.03 0.03
0.03 0.01 -0.03
-0.01 -0.02 0.03
0.04 0.06 -0.06
-0.13 -0.01 0.03
-0.05 0.01 0.09
0.06 0.01 0.01
0.00 0.02 -0.02
-0.03 -0.02 0.02
0.01 0.04 0.01
0.02 0.00 0.00
-0.02 -0.02 0.02
0.02 0.01 -0.01
0.01 0.00 0.00
0.00 -0.01 0.00
0.00 0.00 0.00
0.00 -0.01 0.00
0.00 0.01 0.00
0.00 -0.01 0.00
0.03 -0.01 0.00
0.01 -0.02 -0.01
0.02 0.03 -0.07
0.01 0.00 -0.03
0.01 0.02 -0.02
0.00 0.04 0.02
-0.10 -0.02 0.00
0.11 -0.06 0.00
0.04 0.02 0.05
0.01 0.00 0.01
0.05 -0.08 0.09
0.01 0.06 -0.04
-0.01 -0.01 -0.01
-0.03 -0.04 -0.03
0.01 0.00 0.02
0.02 0.01 0.00
-0.03 -0.01 -0.01
0.00 0.01 0.00
-0.01 0.01 0.02
0.01 -0.01 -0.01
0.00 0.00 0.00
0.00 0.00 0.00